(1)
The following is a DFT calculation (ωB97M-V with the def2-TZVPD basis set) of a structure of composition C15H29N5Ti at a distorted geometry.

Atoms and positions in Å:
Ti 5.03594 5.47599 11.80397
C 2.74723 3.61211 9.62122
C 3.79542 4.56521 8.97546
N 5.05838 4.56558 9.76254
C 5.52056 3.14618 9.94705
C 5.40209 2.61191 11.36781
N 6.02370 3.60141 12.28407
C 6.21659 2.98200 13.63086
C 6.66976 4.03850 14.53042
C 5.74333 5.18616 14.94712
N 4.67418 5.58447 13.98732
C 3.30702 5.02062 14.20613
C 2.39224 5.41814 13.04807
N 2.93682 5.11785 11.67978
C 2.20968 4.04747 11.03124
H 3.13667 2.60464 9.70765
H 1.88187 3.48553 8.96409
H 3.39874 5.56606 8.90255
H 3.97543 4.14221 7.95930
H 5.67205 5.08725 9.15401
H 6.60307 3.01710 9.66871
H 4.94595 2.53659 9.18980
H 5.99704 1.63729 11.44904
H 4.34693 2.43474 11.74619
H 6.98631 3.89093 11.92441
H 7.04016 2.24205 13.47385
H 5.27954 2.49750 13.97694
H 7.56316 4.51260 14.08853
H 7.05906 3.61334 15.48035
H 6.35443 6.09324 15.14217
H 5.24898 4.95306 15.92015
H 4.60150 6.60904 14.13235
H 2.79802 5.33076 15.19430
H 3.40584 3.91663 14.26947
H 2.33106 6.51570 13.02919
H 1.40583 4.93818 13.20127
H 2.77388 5.92461 11.06520
H 1.17899 4.39321 10.90089
H 2.24216 3.08344 11.64339
C 7.06265 8.54811 9.35808
C 5.94282 8.86653 10.11382
C 5.68985 8.07995 11.23330
N 6.44351 7.00292 11.51262
C 7.66928 6.80691 10.86505
C 7.94182 7.53087 9.78156
H 7.18916 9.00359 8.41113
H 5.17817 9.57720 9.82026
H 4.94791 8.40338 11.96004
H 8.30791 6.09236 11.38153
H 8.85895 7.19031 9.25552

Output
E_tot   -1711.67478 Ha
Charge   +2
HOMO energy (spin up / spin down)   -12.9 / -16.5 eV
Spin multiplicity   3
Kohn-Sham gap (spin up / spin down)   6.90 / 10.19 eV
<S²>   2.011
Energy relative to the best compared isomer or geometry (same formula, charge and spin)   31.0 kcal per mole

These are the Mulliken partial charges, in e, on atoms 1 to 6: 0.192, -0.486, -1.142, -0.036, -0.922, -0.342



(2)
The following is a DFT calculation (ωB97M-V with the def2-TZVPD basis set) of a structure of composition C4H8O2S at a distorted geometry.

Atoms and positions in Å:
O 2.87817 0.18507 0.91041
C 2.17215 0.22036 -0.30645
O 2.08402 -0.77923 -1.07160
C 0.97377 1.23128 -0.01125
C -0.11394 0.31675 0.41671
C -0.60108 -0.90669 -0.42499
S -3.51398 -0.11300 0.19117
H 3.35098 0.64720 -0.10921
H 1.35484 1.91272 0.71686
H 0.64859 1.87120 -0.86974
H -1.08003 0.73990 0.74580
H 0.23367 -0.12815 1.36982
H -0.29250 -1.09020 -1.40979
H -0.57299 -1.72812 0.22344
H -1.70182 -0.83346 -0.48046

Output
E_tot   -705.60102 Ha
Charge   0
HOMO energy   -9.7 eV
Kohn-Sham gap   6.44 eV
Energy relative to the best compared isomer or geometry (same formula, charge and spin)   184.9 kcal per mole

These are the Mulliken partial charges, in e, on atoms 1 to 6: -0.413, 0.586, -0.537, -0.550, -0.484, -0.583



(3)
The following is a DFT calculation (ωB97M-V with the def2-TZVPD basis set) of a structure of composition C29H24BrCrN7O8S at a distorted geometry.

Atoms and positions in Å:
Cr -0.04850 -0.25322 -0.14442
Br -4.46875 -4.11586 4.42353
C -3.11895 -3.02135 3.63814
C -2.34524 -2.20350 4.43801
C -1.36314 -1.40916 3.87308
C -1.12621 -1.38564 2.48075
C -1.90167 -2.28599 1.71373
C -2.88062 -3.08149 2.27564
N -0.20194 -0.56413 1.86083
C 0.47196 0.33726 2.63257
C 1.49734 1.15370 2.26339
C 1.97560 2.16848 3.16041
C 2.85403 3.11577 2.77418
C 3.30101 3.13847 1.41021
C 2.92816 2.14964 0.57898
N 2.14424 1.09736 1.01159
H -2.50196 -2.18416 5.50824
H -0.77375 -0.81308 4.55305
H -1.69491 -2.39859 0.66177
H -3.45249 -3.75364 1.64988
H 0.15521 0.48708 3.65622
H 1.56342 2.17320 4.16099
H 3.17586 3.88400 3.46424
H 3.91336 3.94530 1.03770
H 3.17966 2.14807 -0.46698
N -2.21933 0.04343 -0.28441
C -2.57300 1.46483 -0.19984
C -1.30650 2.33614 -0.30267
O -1.41325 3.51268 -0.60068
O -0.23310 1.70354 0.00198
H -2.38046 -0.32390 -1.22887
H -2.79837 -0.49926 0.34470
H -3.00451 1.68581 0.77770
H -3.28943 1.76721 -0.96436
O 4.41587 0.08071 -0.14064
S 3.17518 -0.52722 -0.61646
N 1.91908 0.03309 0.18980
O 1.91108 1.14943 -2.60108
C 0.89556 0.59607 -2.99553
N 0.58754 0.45689 -4.31803
C -0.63458 -0.27827 -4.52078
C -1.03921 -0.49372 -3.04197
O -2.07090 -1.07854 -2.72418
N -0.12366 0.05082 -2.21884
C -0.45834 -1.65091 -5.14735
C 0.79896 -2.19699 -5.36895
C 0.92559 -3.48880 -5.85945
C -0.20138 -4.25109 -6.11817
C -1.46052 -3.71258 -5.89172
C -1.58954 -2.41958 -5.41354
C -1.66086 0.59210 -5.24004
C -2.48282 1.46123 -4.52828
C -3.40146 2.26178 -5.18872
C -3.49376 2.22127 -6.57201
C -2.65206 1.38570 -7.29009
C -1.74461 0.57269 -6.62817
H 1.23471 0.68924 -5.04855
H 1.68734 -1.63080 -5.12527
H 1.91212 -3.90560 -6.01652
H -0.09858 -5.26739 -6.47703
H -2.34565 -4.30969 -6.07180
H -2.56974 -2.00636 -5.21646
H -2.40169 1.52377 -3.45067
H -4.04313 2.92034 -4.61755
H -4.21359 2.84326 -7.08891
H -2.70180 1.36592 -8.37184
H -1.09560 -0.08517 -7.19400
O 0.58203 -4.20294 -1.29216
N 0.69936 -2.99211 -1.34096
O 1.29324 -2.42744 -2.26484
O 0.08535 -2.29322 -0.43912

Output
E_tot   -6121.48802 Ha
Charge   -1
HOMO energy (spin up / spin down)   -3.8 / -3.8 eV
Spin multiplicity   4
Kohn-Sham gap (spin up / spin down)   5.09 / 5.14 eV
<S²>   3.785

These are the Mulliken partial charges, in e, on atoms 1 to 6: -0.601, -0.251, 0.009, -0.768, -0.889, 0.883